# 1
DFT (ωB97M-V with the def2-TZVPD basis set) results for C19H31BN8O2Pt as an isolated structure in a non-equilibrium geometry.

CARTESIAN COORDINATES (ANGSTROEM)
Pt (0.0190, -0.9356, -1.4602)
C (-2.0939, 5.7738, 0.4949)
C (-0.7990, 5.6573, 1.3007)
C (0.3894, 6.1948, 0.5031)
C (-0.5664, 4.2335, 1.7264)
C (-0.5863, 3.6989, 3.0331)
C (-0.3374, 2.3617, 2.8544)
N (-0.1741, 2.1390, 1.5276)
N (-0.3278, 3.2899, 0.8320)
B (-0.0316, 0.8346, 0.8009)
N (-1.1618, -0.2369, 1.0379)
C (-2.0726, -0.5023, 1.9782)
C (-2.8228, -1.5928, 1.5867)
C (-2.2920, -1.9818, 0.3503)
N (-1.2981, -1.1532, 0.0399)
C (-2.6876, -3.1091, -0.5538)
C (-2.2769, -4.4501, 0.0582)
C (-4.1869, -3.0690, -0.8448)
N (1.3058, 0.0815, 1.0092)
C (2.2430, -0.0491, 1.9491)
C (3.1334, -1.0317, 1.5526)
C (2.6452, -1.4905, 0.3242)
N (1.5529, -0.7970, 0.0090)
C (3.1988, -2.5202, -0.6142)
C (3.5719, -3.8034, 0.1237)
C (4.4005, -1.9611, -1.3817)
H (-2.2616, 6.8049, 0.1782)
H (-2.9546, 5.4495, 1.0817)
H (-2.0376, 5.1431, -0.3934)
H (-0.9030, 6.2477, 2.2158)
H (0.5957, 5.5394, -0.3437)
H (1.2892, 6.2443, 1.1182)
H (0.1778, 7.1954, 0.1215)
H (-0.7529, 4.2217, 3.9599)
H (-0.2420, 1.5613, 3.5728)
H (-0.0546, 0.9839, -0.3991)
H (-2.1469, 0.1159, 2.8577)
H (-3.6378, -2.0498, 2.1199)
H (-2.1493, -2.9698, -1.4924)
H (-2.7631, -4.6017, 1.0245)
H (-1.1977, -4.4998, 0.2112)
H (-2.5673, -5.2712, -0.5990)
H (-4.7669, -3.2638, 0.0606)
H (-4.4469, -3.8306, -1.5807)
H (-4.4861, -2.0982, -1.2395)
H (2.2201, 0.5585, 2.8390)
H (4.0036, -1.3763, 2.0836)
H (2.4003, -2.7492, -1.3279)
H (4.3443, -3.6085, 0.8704)
H (3.9624, -4.5464, -0.5728)
H (2.7089, -4.2310, 0.6341)
H (5.2413, -1.7901, -0.7071)
H (4.1651, -1.0048, -1.8549)
H (4.7244, -2.6595, -2.1552)
N (1.2420, -0.3975, -3.0148)
N (0.4303, -0.3514, -4.1701)
C (-0.8038, -1.0366, -4.1606)
O (-1.3962, -1.1837, -5.2022)
O (-1.1804, -1.4554, -2.9870)
H (1.5602, 0.5429, -2.7931)
H (2.0510, -1.0034, -3.1372)
H (0.8873, -0.2109, -5.0556)

Summary:
multiplicity: 1
E_tot: -1475.40227 Ha
E_HOMO: -8.7 eV

# 2
DFT (ωB97M-V with the def2-TZVPD basis set) results for one molecule with the formula CH2O2S2 in a non-equilibrium geometry.

CARTESIAN COORDINATES (ANGSTROEM)
C (-0.3267, 0.7124, 1.4797)
O (1.6033, 0.0209, -0.2788)
O (-0.7697, 0.3817, 2.4921)
S (-0.5181, -0.5873, -2.3345)
S (0.2122, -0.4544, -0.0537)
H (0.1021, 1.8138, 1.3510)
H (-0.3030, -1.8871, -2.6557)

Summary:
multiplicity: 1
ΔE to the lowest compared entry with this formula, charge and spin: 2.575 eV
E_tot: -986.03865 Ha
E_HOMO (spin up / spin down): -9.2 / -9.2 eV

# 3
DFT (ωB97M-V with the def2-TZVPD basis set) results for one molecule with the formula C8H13N in a non-equilibrium geometry.

CARTESIAN COORDINATES (ANGSTROEM)
C (-0.8877, -1.9972, -0.0876)
C (-0.1392, -0.6024, -0.1967)
C (-1.3284, 0.5375, -0.0313)
C (-1.2259, 1.0135, 1.3894)
C (1.4236, 1.7866, -1.1163)
C (0.6080, -0.5246, -1.3766)
C (-0.1958, 0.4973, 2.0485)
C (0.6760, -0.3464, 1.1949)
H (-1.5267, -2.1505, -0.9814)
H (-0.1960, -2.8356, -0.0714)
H (-1.5623, -2.1188, 0.7609)
H (-1.1653, 1.3314, -0.7688)
H (-2.3176, 0.1268, -0.2491)
H (-2.0721, 1.5691, 1.7882)
H (0.9993, 2.2581, -0.2188)
H (2.2323, 2.3418, -1.5772)
H (0.7032, -1.3481, -2.0860)
H (1.9566, 0.4137, -2.5012)
H (0.0338, 0.6372, 3.0985)
H (0.9383, -1.3232, 1.6900)
H (1.6665, 0.0970, 0.9943)
N (1.3793, 0.6369, -1.7023)

Summary:
multiplicity: 1
ΔE to the lowest compared entry with this formula, charge and spin: 3.332 eV
E_tot: -367.25469 Ha
E_HOMO: -6.5 eV